1.
{
  "formula": "C17H26N6O4",
  "method": "ωB97M-V/def2-TZVPD",
  "smiles": "N[C@@H](Cc1c[nH]c2ccccc12)C(=O)O.[H]/N=C(\\N)NCCC[C@H](N)C(=O)O",
  "largest_force_ev_per_a": 8.76,
  "de_lowest_kj_mol": 507.1,
  "orbital_gap_ev": 8.62,
  "energy_ha": -1292.79583,
  "e_homo_ev": -8.146,
  "elements": ["O", "O", "O", "O", "N", "N", "N", "N", "N", "N", "C", "C", "C", "C", "C", "C", "C", "C", "C", "C", "C", "C", "C", "C", "C", "C", "C", "H", "H", "H", "H", "H", "H", "H", "H", "H", "H", "H", "H", "H", "H", "H", "H", "H", "H", "H", "H", "H", "H", "H", "H", "H", "H"],
  "coordinates": [[-5.3608, 3.4883, 1.4968], [2.9303, 1.0890, 2.8734], [-3.1427, 3.1428, 1.9359], [0.6912, 0.9308, 2.2867], [8.0207, -3.3615, -0.6709], [-5.6725, 0.9117, -2.1539], [5.6336, -3.8290, -0.7266], [-5.7964, 0.5496, 1.9431], [7.2135, -5.6359, -1.0012], [1.8448, -0.0903, 0.0616], [-3.8943, 2.0229, -1.3442], [3.9992, -2.3029, 0.4550], [-3.5724, 0.6476, 0.9089], [-4.5156, 1.1898, 2.0337], [6.9877, -4.3864, -0.7915], [3.7234, -1.2721, 1.5631], [-3.3897, 3.5519, -3.7211], [-2.5638, 3.6203, -2.5577], [5.4788, -2.6697, 0.2012], [-2.8038, 2.9265, -1.3848], [-4.4806, 2.7117, 1.8074], [-5.2230, 0.2261, -0.9709], [-4.6895, 1.8893, -2.4832], [-4.2083, 0.9685, -0.4221], [2.0445, 0.5431, 2.2758], [2.2661, -0.6619, 1.3768], [-4.4484, 2.6193, -3.6891], [-2.6313, 1.2464, 0.9734], [4.8619, -4.6182, -0.6266], [-3.1064, 4.0634, 1.6197], [-4.1131, 0.9571, 3.0487], [-4.8594, 2.2887, -4.6566], [-6.0115, 0.3982, -2.8728], [0.9144, 0.2276, 0.1443], [3.4166, -3.2889, 0.7609], [3.6390, -1.9884, -0.4788], [-5.6367, -0.6276, -0.6247], [-3.0736, 3.9837, -4.5944], [8.8258, -3.7901, -0.5655], [-3.3391, -0.3639, 1.0459], [8.0491, -5.8741, -0.7770], [3.7676, -1.7862, 2.4415], [0.7003, 1.7407, 2.7029], [1.9190, -0.7299, -0.6405], [8.0606, -2.8816, -1.4222], [1.5180, -1.4110, 1.7108], [6.1424, -1.8080, -0.2287], [-2.1625, 3.1281, -0.5544], [5.9315, -2.9382, 1.1357], [-1.7203, 4.2348, -2.5268], [-6.2154, 0.6386, 2.7959], [-6.3697, 0.9904, 1.2773], [4.4207, -0.6112, 1.6099]]
}

2.
{
  "formula": "C4H16B2Be2Cl8",
  "method": "ωB97M-V/def2-TZVPD",
  "spin_multiplicity": 2,
  "largest_force_ev_per_a": 5.37,
  "total_charge": 1,
  "orbital_gap_ev": [3.93, 5.77],
  "energy_ha": -3922.03234,
  "e_homo_ev": [-11.526, -13.359],
  "elements": ["Cl", "Cl", "Cl", "Cl", "Cl", "Cl", "Cl", "Cl", "C", "C", "C", "C", "B", "B", "Be", "Be", "H", "H", "H", "H", "H", "H", "H", "H", "H", "H", "H", "H", "H", "H", "H", "H"],
  "coordinates": [[-1.7802, 3.9590, -0.8946], [0.6683, 2.5741, -0.0178], [2.5504, 0.6249, -1.9669], [-1.0540, -4.1957, 0.4046], [-2.9398, -0.0266, -0.6467], [2.8283, 3.3628, -2.7235], [-1.9837, 0.9506, 2.0061], [-1.9491, -5.5520, -2.1271], [-3.3014, 0.9028, 0.8557], [2.7237, 1.7404, -3.2955], [-1.4989, -4.0114, -1.3491], [-0.0733, 3.5825, -1.2161], [0.3491, -1.0933, 0.4585], [1.4726, -0.5704, 3.4610], [2.5456, -0.1140, 1.1105], [-0.7898, -1.5843, 2.6785], [3.6433, 1.4038, -3.7742], [0.8167, -1.7900, 1.1369], [-0.6986, -3.5289, -1.9101], [0.3250, -0.1032, 0.8866], [-3.6760, 1.8805, 0.5524], [-4.1101, 0.3767, 1.3628], [2.3288, -0.0422, 3.8512], [1.8031, -1.3361, 2.7764], [0.9440, -1.1118, -0.4415], [0.8483, -1.0157, 4.2201], [0.0211, 3.1965, -2.2311], [-0.6773, -1.4051, 0.3424], [0.3352, 4.5920, -1.1690], [0.8442, 0.1232, 2.9241], [-2.4190, -3.4340, -1.2582], [1.9031, 1.6446, -4.0065]]
}

3.
{
  "formula": "C31H36Cl2N2O9PW",
  "method": "ωB97M-V/def2-TZVPD",
  "largest_force_ev_per_a": 1.69,
  "total_charge": 3,
  "de_lowest_kj_mol": 85.4,
  "orbital_gap_ev": 4.58,
  "energy_ha": -3317.59016,
  "e_homo_ev": -15.473,
  "elements": ["W", "Cl", "Cl", "P", "O", "O", "O", "O", "O", "O", "O", "O", "O", "N", "N", "C", "C", "C", "C", "C", "C", "C", "C", "C", "C", "C", "C", "C", "C", "C", "C", "C", "C", "C", "C", "C", "C", "C", "C", "C", "C", "C", "C", "C", "C", "C", "H", "H", "H", "H", "H", "H", "H", "H", "H", "H", "H", "H", "H", "H", "H", "H", "H", "H", "H", "H", "H", "H", "H", "H", "H", "H", "H", "H", "H", "H", "H", "H", "H", "H", "H", "H"],
  "coordinates": [[-0.7726, 0.8190, -0.1179], [-2.7102, 3.0996, -0.7793], [-0.5624, 2.8782, -2.7865], [0.8748, -0.1351, 1.5890], [0.2622, 2.3078, -0.0067], [-1.7736, 0.5588, -1.6316], [3.3263, -4.4415, -4.5162], [2.3049, 0.2180, 1.0781], [-0.4688, -1.2944, -0.5684], [0.7782, 0.2753, -1.3199], [0.7016, 0.7704, 2.8498], [0.9755, -1.6089, 2.0874], [3.9295, -2.2231, -4.6128], [-1.5433, 1.8876, 1.7178], [-2.5425, -0.1936, 0.6577], [-2.5595, -0.2622, 2.1244], [-5.1814, -1.0193, -3.3091], [-0.3670, 5.3697, 1.8207], [0.2111, -3.7075, 3.0045], [1.5468, 0.6729, 4.0604], [4.2269, -1.1419, 1.7663], [2.2643, -1.4542, -3.0025], [-1.2900, 3.1024, 2.0795], [-0.4266, 4.0338, 1.4176], [-3.0441, 0.0938, -3.5835], [-4.2150, -0.4227, -4.1224], [-3.5615, -0.6804, 0.0165], [-4.9619, -1.1283, -1.9539], [0.8443, -3.2825, -2.1481], [0.4992, 6.2431, 1.1867], [4.2316, -3.5136, -5.1522], [1.5188, -4.2179, -2.9072], [-2.4856, 1.1642, 2.5974], [-2.8485, 0.0024, -2.2211], [-2.0775, 3.6951, -2.3651], [3.3419, -0.7174, 0.6217], [0.9427, -0.2749, 5.0662], [-3.7828, -0.6203, -1.3874], [1.2010, -1.9230, -2.1780], [2.5475, -3.7469, -3.7068], [0.2849, -2.8611, 1.7602], [0.3924, 3.6057, 0.3774], [1.3328, 5.7783, 0.1733], [0.4989, -1.0030, -1.3681], [1.2842, 4.4493, -0.2402], [2.9035, -2.3851, -3.7530], [-2.8248, 3.4889, -3.1212], [1.9236, 4.0758, -1.0286], [-2.1629, 1.2083, 3.6371], [1.5845, 1.6891, 4.4423], [0.9172, -1.2928, 4.6818], [-0.0682, 0.0357, 5.3334], [-0.3887, -3.2327, 3.7811], [-6.0953, -1.3972, -3.7452], [-0.2470, -4.6641, 2.7519], [1.2644, -5.2681, -2.8934], [-0.7017, -2.6409, 1.3619], [-1.8900, 4.7561, -2.2573], [-2.2898, 0.5645, -4.2007], [0.5385, 7.2813, 1.4852], [-4.3364, -1.1705, 0.6037], [3.6586, -1.6511, 2.5443], [4.9885, -1.8233, 1.3865], [-5.7021, -1.5935, -1.3137], [2.5393, -0.4089, -3.0300], [2.5483, 0.3696, 3.7583], [2.8674, -1.5714, 0.1372], [5.2575, -3.7906, -4.9221], [-3.4685, 1.6333, 2.5192], [4.7317, -0.2789, 2.2005], [2.0294, 6.4552, -0.3030], [-1.7870, 3.4730, 2.9763], [-1.6980, -0.8345, 2.4726], [4.0626, -3.5248, -6.2268], [1.5492, -0.2699, 5.9718], [0.0199, -3.5914, -1.5186], [-3.4629, -0.7392, 2.5020], [-1.0087, 5.7172, 2.6216], [0.8700, -3.3593, 0.9886], [3.9024, -0.1576, -0.1223], [1.2069, -3.9050, 3.4000], [-4.3790, -0.3489, -5.1894]]
}